No. 1
Formula: C12H5As2Cl5F6O6STa
Source: the OMol25 dataset
Level of theory: ωB97M-V with the def2-TZVPD basis set

XYZ file:
```
38
Properties=species:S:1:pos:R:3:mulliken_charge:R:1
Ta -0.38 -0.58 0.67 1.604
O 0.33 -0.54 4.90 -0.613
As -0.07 -1.09 3.35 1.277
O -1.68 -0.43 2.83 -0.560
O 1.07 -0.71 2.09 -0.494
C -0.79 -3.06 3.61 1.859
C 0.37 -3.78 4.26 -0.816
C 0.05 -4.00 5.53 -0.670
C -1.33 -3.54 5.77 -0.411
C -1.85 -3.02 4.65 -1.045
C -0.92 -3.00 2.20 -0.187
S -1.77 -2.51 -0.28 1.010
O -3.13 -2.78 -0.63 -0.543
O 0.80 -3.07 0.39 -0.247
O -1.13 -1.51 -1.27 -0.473
H 0.65 0.37 5.03 0.398
H 1.28 -4.05 3.73 0.517
H 0.67 -4.47 6.28 0.519
H -1.85 -3.64 6.71 0.534
H -2.85 -2.66 4.47 0.536
F -0.14 1.10 -0.06 -0.510
As -2.03 1.18 2.04 1.827
F -3.70 0.99 2.12 -0.403
F -2.33 -0.03 0.41 -0.627
F -2.05 2.42 0.92 -0.306
F -2.13 2.05 3.49 -0.401
F -0.14 1.44 2.31 -0.453
Cl -0.52 -2.69 0.88 -0.370
C 1.85 -2.75 -0.39 1.172
C 1.54 -1.32 -0.64 -0.784
C 2.22 -0.74 -1.75 0.605
Cl 1.72 0.80 -2.23 -0.092
C 3.19 -1.44 -2.46 -0.205
Cl 4.01 -0.70 -3.73 -0.071
C 3.44 -2.80 -2.15 0.970
Cl 4.55 -3.66 -3.04 -0.012
C 2.71 -3.49 -1.11 -0.442
Cl 2.95 -5.13 -0.79 -0.095
```

As for the energy: -8737.29191 Ha. Its spin multiplicity is 2. The net charge is +2. The frontier orbital gap (alpha / beta) is 6.8 / 5.1 eV. Its expectation value of S² is 0.78.

---

No. 2
Formula: C12H5Cl2F5GaNO4S6
Source: the OMol25 dataset
Level of theory: ωB97M-V with the def2-TZVPD basis set

XYZ file:
```
36
Properties=species:S:1:pos:R:3:mulliken_charge:R:1
Ga 0.01 -0.09 0.21 -0.012
O -4.31 4.94 1.79 -0.656
C -3.62 3.97 1.57 0.582
S -3.84 2.89 0.19 -0.227
C -2.45 1.83 0.48 0.101
C -1.73 2.09 1.59 0.121
S -0.34 1.26 2.18 -0.469
S -2.28 3.46 2.57 -0.204
S -2.14 0.63 -0.73 -0.317
F -4.78 -4.53 4.15 -0.336
C -3.90 -4.09 3.21 0.545
C -3.54 -2.75 3.15 -0.271
F -4.08 -1.88 4.03 -0.319
C -2.64 -2.32 2.19 -0.322
F -2.31 -1.03 2.14 0.110
C -2.06 -3.19 1.25 0.691
S -0.96 -2.67 0.06 -0.427
C -2.46 -4.54 1.34 0.166
F -1.96 -5.45 0.48 -0.334
C -3.36 -4.98 2.29 0.162
F -3.73 -6.28 2.34 -0.329
Cl 0.54 -1.17 -2.32 -0.016
C -0.12 -2.71 -2.92 -0.361
Cl 0.69 -3.22 -4.40 -0.234
H -1.18 -2.58 -3.14 0.345
H 0.04 -3.48 -2.16 0.278
O 3.44 -1.47 2.28 -0.621
S 2.26 -0.65 1.95 0.419
N 1.52 -1.18 0.76 0.018
C 2.00 2.44 -2.70 -0.826
O 1.07 1.59 -2.04 -0.222
C 1.28 1.31 -0.73 0.770
O 2.22 1.80 -0.13 -0.630
H 2.03 2.13 -3.75 0.233
H 2.99 2.34 -2.24 0.339
H 1.67 3.48 -2.63 0.253
```

As for the energy: -6549.74022 Ha. The net charge is -2. The frontier orbital gap is 5.7 eV.

---

No. 3
Formula: C12H5F5N3O5S2SeTi
Source: the OMol25 dataset
Level of theory: ωB97M-V with the def2-TZVPD basis set

XYZ file:
```
34
Properties=species:S:1:pos:R:3:mulliken_charge:R:1
Ti -1.18 0.55 -0.16 0.586
S 3.39 -0.37 -0.84 -0.581
C 1.86 -0.09 -0.54 0.524
N 0.73 0.10 -0.27 -0.742
F -3.93 1.97 6.09 -0.347
C -3.24 1.54 5.00 0.646
C -3.49 2.09 3.74 -0.259
F -4.43 3.06 3.62 -0.328
C -2.78 1.66 2.65 0.653
F -3.01 2.19 1.42 -0.292
C -1.77 0.65 2.71 0.294
O -1.16 0.25 1.66 -0.181
C -1.55 0.13 4.02 -0.032
F -0.59 -0.82 4.17 -0.327
C -2.25 0.56 5.12 0.134
F -1.99 0.04 6.34 -0.326
O -1.30 1.02 -2.07 -0.422
Se -1.19 2.62 -1.68 1.274
O -0.04 3.39 -2.47 -0.720
O -0.84 2.44 -0.06 -0.498
O -2.58 3.36 -1.87 -0.741
C -6.65 -2.18 -0.27 -1.227
C -5.38 -1.38 -0.35 1.052
C -5.39 0.00 -0.59 -1.178
C -4.19 0.67 -0.56 0.104
N -3.04 0.02 -0.31 0.312
C -3.10 -1.35 -0.27 0.113
S -1.57 -2.07 -0.31 -0.508
N -4.23 -2.05 -0.23 -0.660
H -7.50 -1.53 -0.09 0.339
H -6.58 -2.91 0.53 0.342
H -6.80 -2.72 -1.21 0.250
H -6.31 0.53 -0.78 0.310
H -4.12 1.74 -0.71 0.437
```

As for the energy: -5547.48603 Ha. Its spin multiplicity is 2. The net charge is -2. The frontier orbital gap (alpha / beta) is 5.2 / 7.1 eV. Its expectation value of S² is 0.76.

---

No. 4
Formula: C12H60O24
Source: the OMol25 dataset
Level of theory: ωB97M-V with the def2-TZVPD basis set

XYZ file:
```
96
Properties=species:S:1:pos:R:3:mulliken_charge:R:1
O 3.24 3.26 1.16 -0.560
H 2.55 3.86 0.95 0.261
H 3.44 3.34 2.06 0.283
O -0.02 3.43 -3.52 -0.679
H -0.65 2.79 -3.84 0.451
H 0.59 3.02 -2.93 0.293
O 2.03 2.74 -1.76 -0.714
H 2.18 2.14 -1.07 -0.123
H 2.86 3.29 -1.76 0.309
O -1.00 0.44 3.37 -0.759
H -1.44 0.76 4.12 0.339
H -1.46 -0.36 3.05 0.265
O -3.91 2.29 -2.05 -0.809
H -3.65 1.75 -1.25 0.219
H -3.30 3.09 -2.10 0.344
O -1.94 1.48 -3.69 -0.728
H -1.71 0.58 -3.99 0.376
H -2.66 1.52 -3.06 0.429
O 1.98 0.17 2.85 -0.485
H 1.03 0.01 2.71 0.034
H 2.21 0.02 3.75 0.241
O -1.08 -0.92 -4.59 -0.705
H -0.38 -1.44 -4.16 0.335
H -0.88 -0.89 -5.49 0.265
O -4.55 -0.57 -1.74 -0.904
H -3.65 -0.27 -1.60 0.374
H -4.49 -0.79 -2.68 0.354
O -3.51 -2.79 -0.97 -0.790
H -4.22 -3.29 -0.60 0.265
H -4.02 -2.01 -1.29 0.296
O -0.94 -2.59 -1.89 -0.469
H -0.51 -3.43 -2.20 0.306
H -1.86 -2.79 -1.63 0.076
O -3.80 1.03 0.69 -0.652
H -4.50 1.29 1.31 0.327
H -3.33 0.38 1.15 0.100
C 2.54 -2.84 0.84 -0.283
C 1.71 -4.11 0.53 -0.363
O 0.54 -4.10 1.23 -0.557
O 2.96 -2.90 2.24 -0.506
H 2.03 -1.97 0.57 0.055
H 3.38 -2.76 0.14 0.429
H 2.37 -4.95 0.62 0.553
H 1.41 -4.18 -0.49 0.081
H 0.50 -3.30 1.68 0.319
H 3.35 -3.78 2.39 0.369
C -0.87 0.70 -0.92 -0.919
C 0.09 0.08 0.11 0.226
O 1.35 0.75 0.06 3.314
O -1.92 -0.23 -1.11 1.586
H -0.21 0.97 -1.75 -0.447
H -1.32 1.54 -0.42 0.763
H 0.06 -0.97 -0.06 -0.175
H -0.29 0.25 1.06 -0.794
H 1.69 0.81 0.98 -0.977
H -1.42 -1.06 -1.37 -0.266
C -0.28 3.30 1.88 0.412
C -0.28 4.21 0.67 -0.077
O 0.95 5.00 0.91 -0.620
O -1.58 2.79 1.86 -0.546
H 0.00 3.87 2.76 0.618
H 0.50 2.56 1.73 -0.295
H -1.07 4.91 0.58 0.356
H -0.16 3.58 -0.20 -0.119
H 0.92 5.65 1.61 0.292
H -1.64 2.05 2.43 0.260
C -4.36 -0.88 3.14 0.034
C -3.86 -2.02 2.28 -0.281
O -2.49 -1.79 2.05 -0.547
O -5.75 -0.90 2.90 -0.506
H -3.93 0.08 2.77 -0.278
H -4.08 -1.10 4.15 0.388
H -4.23 -2.11 1.28 0.103
H -4.04 -2.94 2.81 0.397
H -2.25 -1.95 1.12 0.146
H -6.10 -0.68 3.80 0.356
C 1.99 -1.66 -3.68 -1.087
C 2.12 -1.88 -2.22 1.338
O 2.94 -0.92 -1.63 -0.470
O 1.16 -2.58 -4.17 -0.645
H 2.81 -1.43 -4.38 0.423
H 1.43 -0.75 -3.72 0.433
H 2.35 -2.91 -1.91 0.149
H 1.16 -1.57 -1.80 -0.807
H 2.38 -0.32 -1.06 -0.105
H 1.72 -3.33 -4.54 0.373
C 5.04 0.88 2.12 -0.304
C 4.44 0.19 0.86 0.362
O 4.08 1.24 -0.03 -0.588
O 5.61 -0.18 2.85 -0.616
H 4.25 1.43 2.67 0.030
H 5.77 1.68 1.86 0.324
H 3.67 -0.52 1.09 -0.522
H 5.19 -0.53 0.47 0.486
H 3.73 2.08 0.41 0.251
H 5.28 -1.06 2.72 0.314
```

As for the energy: -2298.77241 Ha. The frontier orbital gap is 9.0 eV.

---

No. 5
Formula: C12H67ClF9O36
Source: the OMol25 dataset
Level of theory: ωB97M-V with the def2-TZVPD basis set

XYZ file:
```
125
Properties=species:S:1:pos:R:3:mulliken_charge:R:1
Cl 0.73 -0.53 -0.14 -0.102
O -0.14 0.55 -0.36 -0.403
O 2.09 -0.19 -0.38 -0.353
O 0.65 -1.04 1.21 0.347
O 0.40 -1.49 -1.10 -0.185
C -3.75 0.29 1.16 -0.034
C -3.86 0.22 2.73 -0.430
O -3.76 1.46 3.38 -0.298
C -2.61 2.13 3.60 0.400
O -1.52 1.78 3.07 -0.255
C -2.71 3.41 4.46 0.554
F -3.89 3.58 5.04 -0.243
F -1.78 3.56 5.41 -0.226
F -2.64 4.50 3.60 -0.217
H -4.40 1.11 0.83 -0.186
H -4.10 -0.57 0.60 0.427
H -2.73 0.41 0.82 -0.139
H -3.21 -0.57 3.11 0.318
H -4.84 -0.16 2.98 0.334
C -3.80 4.75 -1.00 -1.257
C -3.90 4.18 0.44 0.538
O -5.16 4.35 0.98 -0.347
C -6.27 3.56 0.69 0.504
O -6.27 2.57 -0.09 -0.543
C -7.64 4.09 1.29 0.738
F -7.47 4.42 2.59 -0.233
F -8.02 5.17 0.57 -0.236
F -8.68 3.23 1.33 -0.250
H -4.36 4.23 -1.78 0.364
H -2.74 4.74 -1.26 0.191
H -4.09 5.79 -0.93 0.383
H -3.27 4.85 1.04 0.228
H -3.37 3.23 0.54 -0.144
C -1.39 -2.71 -5.96 -1.413
C -0.65 -2.23 -4.75 0.511
O -1.00 -0.94 -4.30 -0.056
C -0.53 0.22 -4.88 0.270
O 0.20 0.31 -5.83 -0.601
C -1.18 1.51 -4.25 0.912
F -2.23 1.27 -3.43 -0.216
F -0.26 2.12 -3.51 -0.318
F -1.50 2.29 -5.29 -0.254
H -1.54 -3.78 -6.06 0.336
H -0.87 -2.29 -6.83 0.347
H -2.36 -2.27 -6.17 0.347
H 0.37 -2.21 -5.11 0.038
H -0.81 -3.01 -4.00 -0.026
O 4.26 1.09 -3.74 -0.700
H 4.57 1.82 -4.27 0.264
H 3.73 1.50 -3.06 0.439
O 3.01 -0.93 -5.13 -0.674
H 3.39 -0.20 -4.64 0.424
H 2.44 -0.51 -5.77 0.247
O -3.71 -3.47 1.05 -0.635
H -3.45 -4.38 0.94 0.257
H -3.17 -2.99 0.43 0.505
O 0.08 -0.96 4.03 -0.704
H 0.01 -0.90 3.07 0.394
H 0.44 -0.12 4.30 0.334
O 1.87 -3.85 1.12 -0.372
H 1.65 -2.99 0.77 -0.029
H 2.24 -3.67 1.99 0.329
O -0.15 3.60 -0.60 0.549
H -0.51 2.86 -1.08 0.040
H 0.20 3.22 0.20 -0.185
O -0.10 -5.36 -1.95 -0.489
H 0.02 -5.15 -1.02 0.282
H -0.27 -6.30 -1.97 0.244
O 0.22 5.09 2.02 -0.589
H 0.75 4.29 2.00 0.263
H 0.13 5.30 2.94 0.248
O 1.27 2.59 1.86 0.143
H 0.63 1.87 1.81 -0.123
H 1.91 2.28 2.50 0.129
O 4.07 -1.43 2.26 -0.528
H 4.99 -1.58 2.48 0.232
H 3.58 -2.00 2.85 0.454
O 5.29 2.08 -0.38 -0.585
H 4.51 1.56 -0.56 0.256
H 5.34 2.10 0.58 0.267
O 3.07 -5.38 -1.22 -0.655
H 2.73 -4.97 -0.42 0.366
H 3.02 -4.70 -1.88 0.321
O 1.36 -6.55 1.94 -0.646
H 0.46 -6.71 2.23 0.283
H 1.42 -5.60 1.85 0.332
O 3.11 0.97 3.33 -0.706
H 3.22 0.10 2.95 0.187
H 3.77 1.51 2.89 0.249
O 2.26 -2.59 3.58 -0.713
H 1.64 -3.15 4.04 0.429
H 1.94 -1.70 3.73 0.098
O -2.42 -2.59 -1.06 -0.770
H -2.11 -3.35 -1.55 0.246
H -1.67 -2.00 -1.02 0.322
O 4.63 -1.90 -0.46 -0.604
H 4.02 -1.77 -1.19 0.266
H 4.18 -1.55 0.30 0.384
O 3.28 -3.36 -3.65 -0.560
H 4.18 -3.32 -3.32 0.288
H 3.21 -2.60 -4.23 0.270
O 3.54 4.37 -0.50 -0.702
H 2.78 4.39 0.08 0.290
H 3.42 3.57 -1.01 0.416
O 0.24 6.08 -1.95 -0.653
H 0.08 5.27 -1.47 0.219
H -0.56 6.60 -1.81 0.303
O -0.03 -3.58 4.89 -0.742
H -0.86 -3.95 4.57 0.378
H -0.13 -2.64 4.76 0.362
O 1.32 1.34 5.32 -0.682
H 1.95 1.20 4.61 0.373
H 1.03 2.25 5.20 0.317
O -2.54 -4.04 3.97 -0.615
H -2.92 -3.73 3.15 0.333
H -3.29 -4.16 4.55 0.284
O 7.28 -1.42 -0.27 -0.629
H 7.73 -1.95 0.39 0.287
H 6.36 -1.48 -0.04 0.351
O 2.65 2.44 -2.10 -0.361
H 1.93 1.95 -1.69 0.017
H 2.22 3.15 -2.57 0.255
O 1.35 -5.03 -5.04 -0.648
H 0.79 -5.35 -4.33 0.299
H 1.96 -4.43 -4.61 0.358
```

As for the energy: -4564.99998 Ha. The net charge is -1. The frontier orbital gap is 9.9 eV.

---

No. 6
Formula: C12H67N3O28P
Source: the OMol25 dataset
Level of theory: ωB97M-V with the def2-TZVPD basis set

XYZ file:
```
111
Properties=species:S:1:pos:R:3:mulliken_charge:R:1
N 1.29 0.71 2.92 -0.268
C 1.51 0.64 1.61 -0.181
N 2.61 -0.09 1.08 -0.281
C 1.97 -0.79 -0.01 0.034
C 1.29 -2.05 0.37 -1.007
C 2.31 -3.12 0.57 -0.501
O 2.32 -4.13 -0.10 -0.570
C 0.91 0.26 -0.51 -0.321
P 1.33 1.14 -2.10 0.065
O -0.05 1.93 -2.40 -0.262
O 1.26 -0.08 -3.17 -0.539
N 0.83 1.12 0.66 0.568
C -0.38 1.92 0.90 -2.245
C -1.65 1.22 0.66 0.657
C -2.38 1.49 -0.37 0.158
C -3.51 0.86 -0.58 0.334
C -3.87 -0.06 0.28 -0.934
C -3.13 -0.34 1.33 -1.638
C -2.00 0.29 1.52 -0.174
H 1.30 -0.16 3.43 0.236
H 1.08 1.56 3.40 0.349
H 3.25 0.56 0.66 0.395
H 2.61 -0.99 -0.84 0.820
H 0.67 -1.92 1.24 0.282
H 0.63 -2.39 -0.41 0.535
H 3.04 -2.93 1.36 0.607
H 0.06 -0.36 -0.74 0.305
H -0.73 1.29 -2.67 0.087
H 0.52 -0.64 -2.90 0.423
H -0.40 2.23 1.92 0.788
H -0.32 2.83 0.34 0.546
H -2.03 2.24 -1.03 0.088
H -4.08 1.09 -1.43 0.785
H -4.76 -0.61 0.15 0.467
H -3.42 -1.08 2.02 0.312
H -1.36 0.10 2.34 0.746
O -1.64 4.89 -2.14 -0.584
H -0.85 5.32 -1.78 0.383
H -1.30 4.11 -2.58 0.218
O 3.45 -4.82 2.95 -0.630
H 4.39 -4.78 2.73 0.335
H 3.04 -5.19 2.16 0.292
O -1.89 7.11 -4.60 -0.641
H -1.63 6.58 -5.35 0.303
H -1.97 6.49 -3.87 0.359
O -5.16 -2.58 -1.22 -0.566
H -4.75 -3.03 -1.96 0.254
H -6.06 -2.91 -1.21 0.296
O 3.58 1.73 5.05 -0.712
H 4.51 1.68 4.80 0.338
H 3.11 1.38 4.29 0.379
O -1.09 7.83 -0.97 -0.611
H -1.56 7.26 -1.59 0.249
H -1.78 8.11 -0.36 0.343
O -6.16 0.15 -1.96 -0.617
H -7.05 0.03 -1.64 0.349
H -5.65 -0.56 -1.55 0.241
O -1.76 -1.95 3.72 -0.532
H -2.64 -2.11 4.08 0.269
H -1.22 -2.63 4.12 0.278
O 0.09 7.97 1.83 -0.624
H 0.78 7.31 1.97 0.289
H 0.10 8.12 0.88 0.344
O 3.67 -0.40 6.95 -0.644
H 4.10 -0.07 7.73 0.315
H 3.48 0.39 6.41 0.359
O 3.22 -6.72 -1.43 -0.621
H 3.92 -6.40 -2.01 0.294
H 2.91 -5.94 -0.96 0.456
O -7.11 1.28 0.84 -0.649
H -6.36 1.38 0.25 0.380
H -7.16 2.13 1.29 0.290
O -2.61 -0.03 -3.43 -0.502
H -2.19 -0.47 -4.18 0.338
H -3.52 -0.35 -3.46 0.253
O 2.36 -7.95 2.57 -0.633
H 2.71 -7.40 3.28 0.322
H 3.09 -8.05 1.96 0.313
O 6.02 2.29 3.17 -0.619
H 6.90 2.25 2.78 0.302
H 5.62 3.07 2.78 0.313
O -4.39 3.65 -0.88 -0.557
H -3.65 3.77 -1.48 0.251
H -4.46 4.50 -0.44 0.299
O -3.78 -2.44 -4.28 -0.610
H -3.17 -3.12 -3.98 0.329
H -3.74 -2.51 -5.24 0.278
O -0.31 0.60 -5.60 -0.634
H -0.67 1.34 -5.12 0.329
H 0.37 0.23 -5.01 0.359
O -1.45 -6.50 1.08 -0.643
H -0.63 -6.11 1.41 0.255
H -1.23 -7.43 0.94 0.347
O 4.29 2.37 -2.09 -0.843
H 5.23 2.32 -2.34 0.334
H 3.80 2.09 -2.87 0.294
O 3.37 5.16 -2.18 -0.619
H 4.12 5.64 -1.83 0.300
H 3.63 4.23 -2.15 0.418
O 4.90 -0.38 -1.21 -0.610
H 5.77 -0.46 -1.62 0.360
H 4.55 0.45 -1.55 0.376
O -2.96 -4.29 0.10 -0.567
H -3.87 -4.37 0.41 0.313
H -2.51 -4.99 0.60 0.302
O -2.74 -8.94 1.84 -0.669
H -3.12 -8.09 2.07 0.325
H -2.15 -9.14 2.57 0.327
O 6.62 1.97 -0.66 -0.599
H 6.26 1.24 -0.14 0.336
H 6.60 2.72 -0.06 0.283
```

As for the energy: -3109.50347 Ha. The net charge is +1. The frontier orbital gap is 8.3 eV.

---

No. 7
Formula: C12H6Br2Cl3F6N2O5RuS2Si
Source: the OMol25 dataset
Level of theory: ωB97M-V with the def2-TZVPD basis set

XYZ file:
```
40
Properties=species:S:1:pos:R:3:mulliken_charge:R:1
Ru 0.72 0.61 0.48 0.912
F -1.64 4.51 -3.38 -0.171
C -2.06 3.66 -2.48 0.581
F -2.59 4.29 -1.45 -0.156
F -2.90 2.79 -2.99 -0.186
S -0.34 2.25 -1.79 0.694
O -1.10 1.98 -0.56 -0.500
O 0.56 3.57 -1.55 -0.173
N 0.90 1.07 -1.48 -0.275
S 2.35 1.32 -2.15 1.092
O 3.27 1.92 -1.24 -0.646
O 2.21 1.80 -3.48 -0.653
C 2.91 -0.47 -2.19 0.641
F 4.16 -0.63 -2.53 -0.182
F 2.74 -0.96 -0.93 -0.243
F 2.14 -1.18 -3.01 -0.225
C -0.81 -1.63 -1.87 -1.236
C -0.87 -2.03 -0.43 0.854
C -1.54 -3.23 -0.12 -1.035
C -1.65 -3.67 1.17 -0.662
C -1.10 -2.89 2.20 0.877
C -1.19 -3.19 3.59 0.018
Br -2.05 -4.76 4.15 -0.110
C -0.67 -2.35 4.56 -0.334
C -0.04 -1.18 4.19 -0.437
Br 0.68 -0.01 5.46 -0.032
C 0.09 -0.83 2.82 1.039
O 0.65 0.24 2.43 -0.701
C -0.45 -1.71 1.82 -0.192
N -0.31 -1.29 0.53 -0.142
H -0.07 -2.24 -2.39 0.313
H -0.55 -0.60 -1.97 0.069
H -1.78 -1.81 -2.34 0.487
H -1.97 -3.80 -0.93 0.483
H -2.16 -4.59 1.40 0.417
H -0.78 -2.60 5.60 0.458
Cl 2.83 5.22 -0.71 -0.134
Si 1.17 4.31 -0.19 0.571
Cl 1.52 2.72 1.12 0.076
Cl -0.27 5.39 0.64 -0.156
```

As for the energy: -9255.00787 Ha. Its spin multiplicity is 5. The net charge is +1. The frontier orbital gap (alpha / beta) is 7.5 / 5.8 eV. Its expectation value of S² is 6.05.